[1]
{
  "formula": "C2H6N4O2",
  "method": "ωB97M-V with the def2-TZVPD basis set",
  "energy_ha": -449.25671,
  "total_charge": 0,
  "e_homo_ev": -8.211,
  "homo_lumo_gap_ev": 8.916,
  "smiles": "NC(=O)N/C(N)=N/O",
  "species": ["C", "N", "N", "H", "H", "N", "O", "H", "O", "H", "C", "H", "N", "H"],
  "coordinates": [[0.5544, 0.6323, 0.3047], [1.4714, 1.6229, 0.2038], [0.7616, -0.6415, 0.0529], [1.8563, -1.7552, -0.9804], [1.1820, 2.5850, 0.2346], [-0.7713, 0.8748, 0.2779], [-2.1789, -0.0685, -1.3098], [-1.1487, 1.8120, 0.2520], [2.0450, -0.9504, -0.4685], [2.4321, 1.3175, 0.2139], [-1.4553, -0.3126, -0.3635], [-0.8272, -1.6388, 0.9934], [-1.6530, -1.3798, 0.4672], [-2.2684, -2.0978, 0.1218]],
  "mulliken_charge": [0.45, -0.41, -0.43, 0.31, 0.19, -0.23, -0.58, 0.22, -0.52, 0.22, 0.66, 0.29, -0.40, 0.24]
}

***

[2]
{
  "formula": "C2H6N4OS",
  "method": "ωB97M-V with the def2-TZVPD basis set",
  "energy_ha": -772.25448,
  "total_charge": 0,
  "e_homo_ev": -9.456,
  "homo_lumo_gap_ev": 10.135,
  "smiles": "[H]/N=C(\\N)SC(=O)NN",
  "species": ["N", "N", "H", "H", "H", "C", "O", "S", "N", "C", "N", "H", "H", "H"],
  "coordinates": [[3.0091, -0.9281, 0.3897], [-1.9646, -0.8933, -0.1024], [3.8333, -0.3529, 0.4598], [-1.9869, -1.8909, 0.0753], [-3.0215, 0.3568, 1.0135], [-0.8152, -0.2047, -0.1762], [-0.8147, 1.0202, -0.1617], [0.5912, -1.2682, -0.4250], [-3.1733, -0.2190, 0.1595], [2.0230, -0.2580, -0.0612], [1.9632, 1.0978, -0.3494], [-3.3412, 0.4263, -0.6188], [2.6678, 1.6203, 0.1307], [1.0301, 1.4936, -0.3338]],
  "mulliken_charge": [-0.65, -0.07, 0.21, 0.24, 0.28, 0.70, -0.69, -0.25, -0.70, 0.58, -0.46, 0.29, 0.23, 0.30]
}

***

[3]
{
  "formula": "C2H6N4S",
  "method": "ωB97M-V with the def2-TZVPD basis set",
  "energy_ha": -696.85388,
  "total_charge": 0,
  "e_homo_ev": -8.076,
  "homo_lumo_gap_ev": 7.213,
  "species": ["N", "N", "H", "C", "H", "N", "S", "H", "N", "H", "C", "H", "H"],
  "coordinates": [[3.4169, 0.9766, 0.8663], [3.6641, 0.6030, -0.2291], [-1.6110, -0.8249, 1.4087], [-1.6983, -0.7186, 0.3218], [4.0201, 1.6475, 1.3964], [0.6298, -0.6409, -0.6308], [1.1481, -1.8809, 0.1131], [-0.4016, 1.0452, 0.2336], [3.6259, 0.2410, -1.2921], [-2.6881, -0.4114, 0.0776], [-0.5913, 0.0489, -0.3269], [-0.9497, 0.6697, -1.2925], [-1.4974, -1.8323, 0.0822]],
  "mulliken_charge": [-0.69, 0.81, 0.30, -1.01, 0.25, -0.13, -0.08, 0.20, -0.36, 0.34, -0.13, 0.26, 0.23]
}

***

[4]
{
  "formula": "C2H6N4S",
  "method": "ωB97M-V with the def2-TZVPD basis set",
  "energy_ha": -696.83606,
  "total_charge": 0,
  "e_homo_ev": -8.476,
  "homo_lumo_gap_ev": 8.523,
  "smiles": "[H]/N=C(/N)N(N)C=S",
  "species": ["C", "H", "N", "S", "N", "N", "H", "N", "C", "H", "H", "H", "H"],
  "coordinates": [[-0.2706, -0.8951, 0.1769], [1.9233, 1.6845, -0.0523], [0.4922, 0.4186, 0.2199], [3.0076, -0.5564, -0.1764], [0.0469, -2.1214, 0.0673], [-0.0903, 1.6155, -0.1895], [-1.0831, 1.1180, -0.5472], [-1.7090, -0.6260, -0.2993], [1.7595, 0.6587, 0.0969], [-0.6464, 2.0628, 0.6791], [1.1902, -2.1313, 0.4054], [-2.3834, -1.5486, -0.5472], [-2.2368, 0.3206, 0.1663]],
  "mulliken_charge": [0.47, 0.44, 0.31, -0.38, -0.58, -0.87, 0.40, -0.65, -0.18, 0.29, 0.22, 0.28, 0.23]
}